{
  "formula": "C43H74As4NO2Se2Tl",
  "method": "wB97M-V/def2-TZVPD",
  "species": ["C", "C", "N", "H", "H", "C", "H", "H", "H", "H", "H", "C", "H", "C", "H", "C", "H", "C", "H", "H", "H", "As", "H", "H", "H", "H", "H", "H", "C", "H", "H", "H", "H", "C", "C", "C", "Tl", "C", "C", "C", "H", "C", "H", "H", "H", "C", "H", "H", "C", "H", "H", "H", "H", "C", "H", "C", "H", "C", "H", "H", "C", "C", "H", "H", "H", "C", "H", "H", "O", "H", "C", "C", "H", "H", "H", "H", "H", "O", "H", "C", "H", "C", "H", "C", "H", "H", "H", "C", "H", "H", "C", "C", "H", "C", "C", "H", "H", "C", "H", "H", "C", "H", "As", "C", "H", "H", "H", "C", "H", "Se", "H", "C", "As", "C", "As", "H", "H", "H", "C", "C", "Se", "H", "C", "C", "H", "H", "H"],
  "positions_angstrom": [[1.69804, -5.69812, 1.37361], [-2.85796, -0.19735, -4.03582], [-0.62291, 1.91761, -1.80563], [-2.48264, -4.50049, 3.34797], [-6.54218, 0.84129, 2.96875], [-5.04783, 0.88653, 1.42189], [-3.35487, -1.13768, -3.78443], [2.37187, -0.58462, 5.07471], [-1.94291, 3.60681, -3.59880], [0.54618, 1.24446, 4.09885], [-3.04036, 2.74439, -2.53827], [-2.05063, 0.26253, -2.82123], [1.96646, -2.84561, 0.69314], [-5.30438, -0.56012, 0.95636], [3.50826, -0.29877, 0.61962], [-6.29368, 1.46964, 2.10922], [-4.54964, 2.78941, 0.55028], [1.52294, -1.11668, -1.48070], [4.64976, -3.83702, 3.47178], [-3.72332, 1.41978, -0.18831], [-1.30845, -4.46125, 0.23995], [3.59398, -5.53033, 1.91907], [-3.10761, -4.00016, 1.74068], [-0.17022, -2.77152, -3.41084], [1.87418, 5.56868, -4.46084], [-0.01976, -4.69352, 3.15171], [-3.47295, -3.02507, 3.14817], [-4.59629, 0.96382, -3.52439], [1.53449, 6.08516, -3.55955], [-2.78470, 1.75633, -6.73789], [4.13940, -3.55457, 0.34462], [3.24981, -3.09771, 2.66767], [0.23429, 2.19655, -4.49841], [1.25183, 5.11007, -2.43983], [1.82596, 4.77398, 1.28831], [3.06363, -0.48699, 4.23580], [-1.36386, 0.62435, 0.47865], [3.36095, 0.49372, 1.35295], [0.69435, -4.55098, 1.10687], [0.46035, 3.99703, -2.69898], [3.66545, -1.39310, 4.17658], [4.99562, 2.21247, 2.21550], [4.28784, 2.98975, 1.95060], [2.30290, 6.80410, -3.26811], [-1.20250, -1.17837, -5.03195], [5.61239, -0.09636, 2.29651], [0.38463, 2.70085, 0.42428], [-0.52287, 0.81455, -6.36001], [-3.90535, 0.86602, -4.36875], [-6.02856, 2.46519, 2.48585], [6.44129, 3.59856, 2.98073], [-2.73836, 0.35197, -1.97620], [1.52459, -0.25169, -0.81693], [6.82554, 0.24054, 2.87590], [-3.93780, 2.96323, -4.89751], [-0.54124, -5.20619, 0.46541], [0.99015, 5.21092, 1.84081], [1.75110, 5.35487, -1.16620], [3.71910, 0.36597, 4.41605], [-5.60731, -1.16272, 1.81561], [-1.19986, 0.93457, -5.50634], [3.62026, -4.00222, 3.14914], [-1.31719, -0.50437, -2.55073], [1.30832, -0.74841, -2.48315], [2.88559, 1.33383, 0.84025], [7.13369, 1.57265, 3.12873], [1.99790, 2.15052, 3.60433], [2.35432, 6.23564, -0.96638], [-7.48111, 1.53843, 1.30689], [-6.10627, -0.58194, 0.22305], [-4.67419, 1.75672, 0.22438], [-0.38622, 1.33396, -4.26645], [-0.60210, -4.23684, -2.52260], [-0.27269, -5.70995, -0.46849], [1.27023, -6.35307, 2.13900], [3.01188, -4.21212, 4.02849], [-1.69868, -1.31442, 4.56554], [-5.70037, 1.66653, -0.79361], [0.29746, 0.52062, -3.99940], [1.21387, 1.46811, 3.26593], [-4.49331, 0.56085, -5.24441], [-2.23022, 2.02538, -5.82955], [-2.50617, -0.68469, -6.12294], [-1.92932, -0.38415, -5.23836], [-3.26369, 0.04752, 2.24428], [0.08491, 3.89880, -3.70578], [-4.38678, 0.62901, 3.45279], [4.67161, 0.88058, 1.95896], [8.08556, 1.84161, 3.57169], [0.60379, 1.95283, 2.50535], [-2.70765, -3.65425, 2.69215], [6.21211, 2.55516, 2.79487], [5.51375, -4.66599, 0.51337], [-2.39432, 2.63023, -3.41755], [0.28710, -3.90984, 2.44856], [1.77671, -6.31735, 0.47237], [1.94371, -4.05332, -0.59360], [0.65748, 3.35204, -0.39842], [-1.04645, -2.92713, 4.95694], [1.14298, -3.39656, 2.88145], [-0.93220, -2.04961, 4.31499], [2.11670, 3.86888, 1.82315], [1.96683, -0.21112, 2.61590], [0.12215, 3.03529, -1.69251], [2.50472, -1.59826, -1.47473], [0.04429, -1.59968, 4.49146], [1.11566, -3.84183, -2.80013], [-3.19705, 2.19479, -4.64890], [4.15846, -5.09435, -0.53436], [-3.74530, -1.46626, 0.10529], [-1.71653, 2.97484, -6.02268], [1.41667, 4.46846, -0.13255], [0.10438, -2.36100, -0.92425], [-1.31335, 1.58850, -3.04917], [-1.13339, -2.51279, 2.40906], [-5.31823, 1.94294, -1.62799], [-0.98021, -5.94632, 1.14116], [2.65841, 5.48195, 1.31804], [4.43115, -4.60226, 0.39931], [1.32106, -3.52890, 0.13521], [-2.76781, 2.45507, 2.74472], [-7.19929, 1.71140, 0.39864], [0.12617, -3.42748, -2.58924], [-3.93182, 0.86621, 2.48753], [5.37948, -1.13912, 2.10231], [7.53309, -0.53820, 3.13684], [0.63318, 6.64573, -3.82274]],
  "atomic_forces_ev_per_a": [[-0.01, 0.03, -0.01], [0.06, -0.01, -0.02], [-0.05, 0.15, -0.27], [0.05, 0.02, 0.05], [-0.02, -0.02, 0.00], [-0.14, -0.13, -0.12], [-0.01, -0.02, 0.00], [-0.02, -0.02, -0.03], [-0.01, 0.02, 0.02], [-0.01, -0.02, -0.02], [-0.03, -0.02, -0.04], [-0.08, 0.01, 0.00], [0.02, 0.02, 0.01], [0.19, -0.08, -0.15], [0.00, -0.01, -0.04], [-0.09, -0.05, -0.18], [-0.01, 0.06, -0.02], [0.07, 0.00, 0.03], [0.01, -0.03, -0.02], [-0.06, -0.03, -0.13], [-0.03, -0.01, 0.01], [-0.01, 0.02, 0.08], [0.04, 0.06, 0.02], [0.00, -0.03, 0.03], [-0.01, 0.01, 0.00], [0.00, -0.02, -0.01], [-0.01, 0.00, -0.02], [0.00, 0.02, -0.04], [0.00, -0.04, 0.03], [0.01, 0.01, 0.02], [-0.01, -0.02, -0.02], [-0.01, 0.00, 0.00], [0.01, 0.03, 0.00], [0.01, -0.04, 0.07], [0.01, 0.00, -0.06], [0.05, -0.01, 0.01], [0.24, -0.13, 0.18], [0.03, 0.01, 0.12], [-0.07, 0.04, -0.01], [0.03, 0.03, 0.08], [-0.01, 0.02, -0.01], [-0.03, 0.01, 0.06], [0.00, -0.01, -0.01], [-0.01, -0.01, -0.01], [-0.01, 0.02, -0.01], [0.01, 0.00, -0.02], [0.03, 0.00, 0.02], [0.02, -0.01, -0.01], [0.06, 0.02, -0.06], [-0.02, 0.02, 0.00], [-0.02, -0.03, -0.01], [0.04, -0.02, 0.05], [0.00, -0.01, -0.01], [-0.02, 0.03, 0.01], [-0.01, 0.01, 0.01], [0.10, 0.03, 0.01], [0.01, 0.01, 0.00], [-0.06, 0.02, -0.04], [-0.02, 0.00, 0.01], [-0.02, 0.03, 0.06], [0.00, 0.00, 0.01], [0.00, 0.02, 0.00], [0.00, 0.00, 0.06], [-0.03, 0.01, 0.01], [0.02, -0.01, -0.02], [-0.03, 0.00, -0.03], [0.02, -0.04, -0.01], [0.00, -0.02, 0.00], [0.12, 0.00, 0.13], [-0.09, 0.03, 0.07], [-0.06, 0.10, 0.11], [-0.10, -0.04, 0.00], [0.03, 0.01, 0.01], [0.00, 0.01, 0.02], [0.00, -0.04, 0.02], [0.01, 0.01, -0.01], [0.02, 0.00, 0.00], [0.03, -0.01, 0.21], [0.01, 0.01, 0.01], [0.01, 0.15, -0.01], [-0.01, 0.00, 0.04], [-0.01, -0.05, 0.06], [0.01, -0.02, 0.01], [-0.04, 0.04, 0.01], [-0.04, -0.24, 0.07], [-0.02, -0.02, -0.02], [-0.02, -0.01, -0.01], [-0.03, 0.04, -0.05], [-0.03, -0.01, 0.01], [0.00, -0.04, 0.00], [0.01, -0.12, 0.02], [-0.02, -0.02, 0.00], [0.00, -0.02, 0.03], [0.02, -0.03, 0.01], [-0.03, -0.06, -0.11], [0.01, 0.00, -0.05], [0.02, 0.00, -0.03], [0.00, 0.02, -0.06], [0.01, 0.00, 0.00], [0.07, 0.02, 0.05], [-0.05, -0.06, 0.06], [0.01, -0.01, 0.02], [0.06, 0.00, 0.09], [-0.09, -0.06, -0.01], [-0.01, -0.02, -0.02], [0.04, 0.02, -0.01], [0.00, 0.03, 0.01], [0.05, 0.03, 0.02], [0.00, -0.01, 0.00], [-0.24, 0.17, -0.20], [-0.02, -0.02, -0.01], [-0.02, -0.07, -0.04], [-0.01, 0.00, -0.03], [0.16, 0.11, 0.01], [-0.01, 0.06, 0.01], [0.08, 0.04, -0.05], [0.00, 0.02, -0.02], [0.00, -0.02, 0.00], [0.00, 0.03, -0.04], [-0.14, -0.06, 0.15], [-0.04, -0.05, -0.17], [0.07, -0.02, -0.01], [-0.02, -0.02, -0.02], [0.10, 0.24, 0.16], [0.00, 0.01, 0.01], [-0.01, 0.01, -0.03], [0.01, 0.01, -0.02]],
  "lowdin_charge": [-0.40, -0.28, -0.02, 0.01, 0.11, -0.59, 0.14, 0.02, 0.10, 0.02, 0.12, -0.15, 0.03, -0.54, 0.04, -0.22, 0.09, -0.31, 0.01, 0.02, 0.05, 1.11, -0.03, 0.00, 0.07, 0.07, 0.01, 0.11, -0.08, 0.11, 0.00, -0.02, 0.10, -0.31, -0.06, -0.32, 0.44, -0.32, -0.67, -0.02, -0.01, -0.04, 0.10, 0.06, 0.10, -0.07, 0.02, 0.13, -0.12, 0.11, 0.10, 0.03, -0.01, -0.10, 0.13, -0.09, 0.08, -0.08, 0.02, 0.05, -0.29, -0.38, 0.07, 0.00, 0.07, -0.12, 0.02, 0.09, -0.08, 0.04, -0.25, -0.08, 0.01, 0.08, 0.05, 0.02, 0.02, -0.08, 0.11, -0.33, 0.11, -0.13, 0.11, -0.13, -0.07, 0.07, 0.04, -0.31, 0.09, -0.04, -0.37, -0.09, 0.00, -0.08, -0.37, 0.06, 0.05, -0.03, 0.02, 0.02, -0.33, 0.03, 1.13, -0.30, 0.02, -0.02, 0.02, -0.29, 0.01, 0.36, 0.11, -0.30, 1.10, -0.47, 1.04, 0.06, 0.09, 0.07, -0.36, -0.37, 0.26, 0.05, -0.32, -0.67, 0.10, 0.09, 0.07],
  "total_charge": -2,
  "orbital_gap_ev": 4.7,
  "max_force_ev_per_a": 0.4,
  "energy_ha": -15806.57771,
  "mol_weight_g_mol": 1299.06,
  "relative_energy_kcal_mol": 0.00,
  "e_homo_ev": -0.928
}